15
Properties=species:S:1:pos:R:3:forces:R:3 method="wB97M-V/def2-TZVPD" charge=-1 homo_energy_ev=-3.60 e_tot_ev=-8390.283
C 0.568 -1.787 -1.574 0.1064 0.3635 -1.2382
C 1.765 -2.207 -0.743 0.5719 0.5665 -0.3359
H -0.028 -2.635 -1.937 0.2314 -0.0475 0.1511
H -0.109 -1.165 -1.001 -0.1214 0.3482 0.0102
H 0.912 -1.240 -2.503 -0.4487 -0.3695 1.0239
H 1.447 -2.720 0.151 -0.0046 -0.3846 0.2389
H 2.438 -2.841 -1.352 -0.1319 0.2023 0.5285
H 2.322 -1.305 -0.393 -0.2627 -0.6270 -0.3467
C 0.257 1.412 1.625 -0.1955 -0.1153 0.5362
C -0.797 1.129 0.552 -1.0093 0.0240 -0.9043
O -0.883 1.908 -0.424 0.6548 0.6289 0.0943
O -1.530 0.127 0.702 0.1307 -0.6258 0.6637
H 1.223 1.509 1.153 0.3614 0.5432 -0.1864
H 0.340 0.535 2.263 -0.1700 0.0003 0.3127
H -0.003 2.303 2.242 0.2876 -0.5071 -0.5479

=====

79
Properties=species:S:1:pos:R:3:forces:R:3 method="wB97M-V/def2-TZVPD" charge=+1 homo_energy_ev=-10.54 e_tot_ev=-79606.013
Pt 0.015 0.235 -0.381 0.3097 -0.0601 0.2517
C 5.172 5.635 -1.147 0.0161 -0.0063 -0.0053
C 4.194 4.724 -0.460 0.0046 -0.0083 -0.0062
C 4.578 3.961 0.642 0.0044 0.0013 0.0067
C 3.662 3.169 1.314 -0.0030 0.0238 -0.0219
C 2.348 3.125 0.870 -0.0063 -0.0001 -0.0014
C 1.946 3.862 -0.234 -0.0274 0.0282 0.0145
C 2.871 4.658 -0.889 0.0182 -0.0290 -0.0434
S 1.173 2.141 1.742 0.1355 -0.0614 -0.0374
O 1.518 2.144 3.136 0.0129 -0.0549 -0.0360
O -0.132 2.614 1.354 0.0339 -0.1446 -0.0660
N 1.414 0.634 1.098 -0.8595 -0.1151 0.1496
C 1.706 -0.493 1.908 0.3135 -0.0045 -0.2363
C 2.598 -0.466 2.985 0.0081 0.0182 0.0400
C 2.892 -1.655 3.621 0.0301 0.0605 0.0308
C 2.325 -2.841 3.175 -0.0246 -0.0597 -0.0199
C 1.478 -2.772 2.089 0.0262 0.0328 0.0426
N 1.170 -1.631 1.470 -0.0708 0.1104 -0.0504
H 6.198 5.403 -0.865 -0.0017 -0.0022 -0.0045
H 4.979 6.674 -0.876 0.0042 0.0013 0.0063
H 5.086 5.562 -2.232 -0.0138 -0.0077 -0.0073
H 5.602 4.008 0.991 0.0021 0.0012 -0.0001
H 3.955 2.610 2.194 0.0047 0.0098 0.0131
H 0.910 3.832 -0.548 0.0089 -0.0091 -0.0019
H 2.557 5.247 -1.743 -0.0002 0.0042 -0.0149
H 3.039 0.461 3.314 -0.0119 0.0009 0.0150
H 3.576 -1.656 4.460 0.0014 0.0045 0.0000
H 2.541 -3.787 3.650 0.0018 -0.0033 -0.0081
H 1.015 -3.665 1.686 -0.0007 -0.0084 0.0019
N -3.716 0.131 1.336 -0.0319 -0.0389 -0.0145
C -3.101 0.178 2.567 -0.0078 -0.0344 0.0131
C -1.765 0.081 2.334 0.0824 -0.0858 0.0285
N -1.566 -0.035 0.986 0.0262 0.4137 0.0462
C -2.750 0.005 0.409 -0.0642 -0.0266 0.1695
C -2.760 -0.055 -1.029 -0.0430 -0.0217 -0.1600
N -1.587 -0.060 -1.646 -0.0402 0.1184 -0.1168
C -1.851 -0.110 -2.994 0.0699 -0.0516 0.0229
C -3.196 -0.142 -3.179 0.0164 -0.0115 -0.0505
N -3.759 -0.106 -1.925 -0.0207 -0.0175 0.0202
H -4.706 0.206 1.178 -0.0055 -0.0245 0.0011
H -3.662 0.270 3.479 0.0050 0.0105 0.0056
H -0.948 0.080 3.034 0.0056 0.0449 -0.0008
H -1.069 -0.143 -3.730 0.0630 -0.0065 -0.0172
H -3.792 -0.191 -4.073 -0.0005 -0.0052 -0.0005
H -4.744 -0.144 -1.726 -0.0005 0.0159 -0.0007
F 7.218 -2.266 0.139 0.0027 0.0018 0.0033
C 6.079 -1.727 -0.315 -0.0046 -0.0012 -0.0060
C 5.547 -2.197 -1.500 0.0076 0.0069 0.0124
C 4.363 -1.640 -1.959 -0.0398 -0.0489 0.0228
C 3.725 -0.634 -1.235 0.0188 0.0323 -0.0153
C 4.299 -0.171 -0.052 0.0100 0.0500 -0.0360
C 5.481 -0.720 0.418 -0.0041 0.0134 -0.0181
Sb 1.936 0.180 -1.998 0.1723 -0.2862 -0.0410
C 1.475 -1.261 -3.475 -0.0231 0.0495 0.0172
C 1.696 -1.049 -4.832 -0.0109 0.0245 -0.0311
C 1.355 -2.021 -5.763 0.0065 -0.0128 0.0189
C 0.804 -3.203 -5.308 0.0134 0.0131 0.0232
F 0.469 -4.145 -6.198 -0.0015 -0.0083 -0.0109
C 0.584 -3.453 -3.964 0.0029 -0.0004 -0.0316
C 0.920 -2.469 -3.049 -0.0543 0.0265 0.0347
C 2.659 1.771 -3.162 -0.0640 0.0993 0.0744
C 1.796 2.510 -3.968 -0.0104 0.0357 0.0288
C 2.280 3.544 -4.752 0.0034 0.0084 0.0049
C 3.635 3.822 -4.706 -0.0091 0.0231 0.0037
F 4.111 4.826 -5.455 -0.0028 -0.0071 -0.0013
C 4.515 3.109 -3.915 0.0025 0.0250 0.0138
C 4.014 2.079 -3.133 0.0203 -0.0289 -0.0518
H 6.055 -2.982 -2.043 -0.0014 -0.0007 -0.0017
H 3.938 -2.009 -2.884 -0.0008 0.0022 0.0037
H 3.830 0.629 0.504 -0.0095 -0.0377 0.0015
H 5.939 -0.379 1.337 0.0039 -0.0014 0.0047
H 2.139 -0.122 -5.178 -0.0001 0.0042 0.0097
H 1.516 -1.877 -6.823 -0.0002 -0.0008 -0.0013
H 0.161 -4.400 -3.657 -0.0021 0.0020 -0.0002
H 0.744 -2.646 -1.993 0.0006 0.0012 0.0007
H 0.734 2.290 -3.991 0.0000 0.0033 0.0088
H 1.634 4.132 -5.389 0.0015 0.0021 0.0012
H 5.566 3.364 -3.916 0.0049 0.0025 -0.0028
H 4.694 1.513 -2.507 -0.0031 0.0062 0.0032

=====

42
Properties=species:S:1:pos:R:3:forces:R:3 method="wB97M-V/def2-TZVPD" smiles="C[C@H](NC(=O)COc1ncnc2cc([N+](=O)[O-])ccc12)c1ccccc1" charge=0 homo_energy_ev=-9.47 e_tot_ev=-33074.328
C -5.114 -0.072 1.490 0.0477 -0.0071 -0.3145
C -4.181 -0.048 0.283 -0.2307 -0.1626 0.1067
N -3.102 -1.006 0.478 -0.1260 0.2736 0.2848
C -2.915 -2.083 -0.304 0.6945 -0.0827 0.3012
O -3.718 -2.507 -1.101 -0.2045 -0.2474 -0.3170
C -1.546 -2.741 -0.080 -0.3915 -0.5183 -0.2528
O -0.592 -1.690 0.042 0.0597 0.3137 0.0121
C 0.694 -2.016 0.039 0.7259 -0.4631 0.0481
N 1.066 -3.271 0.023 -1.0174 0.5183 0.0103
C 2.384 -3.522 0.038 0.4372 0.0109 0.0104
N 3.347 -2.654 0.068 0.5645 -0.3653 -0.0028
C 3.001 -1.346 0.075 -0.8493 0.3991 -0.0054
C 4.002 -0.357 0.094 0.0893 0.4466 0.0021
C 3.630 0.965 0.088 -0.7181 -1.0909 -0.0155
N 4.657 1.988 0.107 0.3603 0.2704 0.0105
O 4.294 3.143 0.093 -0.0651 0.3267 -0.0061
O 5.810 1.624 0.138 0.3391 -0.0549 0.0062
C 2.284 1.368 0.061 -0.0665 0.1374 0.0036
C 1.297 0.421 0.046 0.1233 0.0213 0.0055
C 1.642 -0.941 0.058 0.2929 -0.2704 -0.0106
C -3.551 1.299 -0.017 0.0002 0.0194 -0.0277
C -3.871 2.462 0.667 -0.0453 -0.1210 -0.0384
C -3.225 3.652 0.370 0.0485 0.1414 -0.0022
C -2.248 3.695 -0.607 -0.0098 0.1057 0.0501
C -1.926 2.539 -1.301 0.0396 -0.0606 -0.0741
C -2.574 1.355 -1.009 -0.0174 0.0477 -0.0216
H -5.472 -1.087 1.643 -0.0235 -0.0463 0.0119
H -4.595 0.253 2.389 0.0176 0.0529 0.1122
H -5.973 0.571 1.318 -0.1170 0.1008 0.0686
H -4.730 -0.398 -0.600 0.1127 0.0598 0.1556
H -2.349 -0.715 1.083 0.0344 -0.0308 -0.1383
H -1.300 -3.387 -0.926 -0.1227 0.1508 0.1263
H -1.552 -3.352 0.830 0.0113 0.0697 -0.1076
H 2.656 -4.569 0.025 0.0485 -0.0813 -0.0014
H 5.040 -0.648 0.110 0.0306 -0.0092 0.0026
H 2.058 2.423 0.051 -0.0306 0.0054 0.0016
H 0.255 0.702 0.019 -0.0815 0.0918 0.0035
H -4.628 2.456 1.435 -0.0861 -0.0347 0.0995
H -3.488 4.549 0.911 -0.0148 0.0755 0.0464
H -1.743 4.622 -0.832 0.0389 0.0856 -0.0153
H -1.169 2.563 -2.072 0.0566 0.0037 -0.0809
H -2.325 0.457 -1.557 0.0446 -0.0816 -0.0476

=====

LUMO for the records above, in order: 4.0; -2.8; -1.1 eV
Energy above the lowest of the compared OMol25 structures with the same formula, charge and spin for the records above, in order: 0.2088; 0.0000; 2.1209 eV